No. 1
{
  "formula": "C26H104O26",
  "method": "ωB97M-V/def2-TZVPD",
  "symbols": ["C", "O", "H", "H", "H", "H", "C", "O", "H", "H", "H", "H", "C", "O", "H", "H", "H", "H", "C", "O", "H", "H", "H", "H", "C", "O", "H", "H", "H", "H", "C", "O", "H", "H", "H", "H", "C", "O", "H", "H", "H", "H", "C", "O", "H", "H", "H", "H", "C", "O", "H", "H", "H", "H", "C", "O", "H", "H", "H", "H", "C", "O", "H", "H", "H", "H", "C", "O", "H", "H", "H", "H", "C", "O", "H", "H", "H", "H", "C", "O", "H", "H", "H", "H", "C", "O", "H", "H", "H", "H", "C", "O", "H", "H", "H", "H", "C", "O", "H", "H", "H", "H", "C", "O", "H", "H", "H", "H", "C", "O", "H", "H", "H", "H", "C", "O", "H", "H", "H", "H", "C", "O", "H", "H", "H", "H", "C", "O", "H", "H", "H", "H", "C", "O", "H", "H", "H", "H", "C", "O", "H", "H", "H", "H", "C", "O", "H", "H", "H", "H", "C", "O", "H", "H", "H", "H"],
  "coordinates": [[-10.4151, 2.1354, 29.5090], [-9.3245, 2.9984, 29.4455], [-11.3042, 2.6794, 29.1900], [-10.3749, 1.3460, 28.7585], [-10.5075, 1.7967, 30.5409], [-9.1026, 3.1045, 28.5175], [-5.2001, -1.0098, 19.5640], [-5.4215, -0.2791, 20.7498], [-4.2909, -0.6188, 19.1072], [-5.0168, -2.0762, 19.6954], [-6.0259, -0.7960, 18.8854], [-5.4013, 0.6528, 20.5201], [-8.4158, 7.1489, 22.7146], [-9.4166, 6.5970, 21.9600], [-7.5279, 7.3522, 22.1159], [-8.7841, 8.1075, 23.0798], [-8.0203, 6.5509, 23.5356], [-9.0678, 5.8074, 21.5400], [-9.6686, -3.5024, 30.1324], [-9.2876, -3.0861, 28.7987], [-9.8423, -2.6460, 30.7839], [-10.5758, -4.1033, 30.0677], [-9.0253, -4.2737, 30.5559], [-8.5199, -2.5281, 28.9430], [-3.3427, -3.4682, 25.5448], [-4.2104, -4.4302, 26.1120], [-2.6208, -3.1728, 26.3062], [-2.7002, -3.9129, 24.7849], [-3.8334, -2.6130, 25.0800], [-5.1112, -4.1361, 25.9577], [-4.9297, 4.5957, 22.8730], [-5.0566, 5.0520, 24.2366], [-5.8867, 4.8009, 22.3932], [-4.0948, 5.0365, 22.3283], [-4.7030, 3.5317, 22.8047], [-5.2019, 6.0010, 24.2352], [-2.0988, -0.5047, 21.7545], [-3.1917, -0.3671, 22.6639], [-2.1503, -1.4905, 21.2922], [-2.2072, 0.1819, 20.9149], [-1.0913, -0.4316, 22.1640], [-4.0346, -0.3304, 22.2059], [-5.6525, 6.3888, 27.8146], [-5.9734, 7.1062, 28.9915], [-4.7458, 6.8125, 27.3828], [-5.3795, 5.3497, 27.9990], [-6.4296, 6.3751, 27.0503], [-5.3622, 7.8426, 29.0670], [-4.8409, -4.2396, 21.7776], [-4.2064, -4.8502, 20.6481], [-4.3410, -3.3351, 22.1241], [-5.8828, -3.9762, 21.5954], [-4.7927, -4.9613, 22.5930], [-4.7086, -5.6180, 20.3654], [-5.9060, 2.1734, 28.0640], [-6.1623, 0.8986, 27.5610], [-6.1571, 2.3168, 29.1150], [-4.8646, 2.4404, 27.8846], [-6.5984, 2.8567, 27.5723], [-5.3317, 0.4189, 27.5199], [-5.4008, 3.4968, 19.3152], [-5.1157, 2.3226, 20.0232], [-5.2418, 4.3306, 19.9991], [-4.7173, 3.5592, 18.4684], [-6.4117, 3.4883, 18.9078], [-4.2570, 2.4446, 20.4346], [-3.8542, -1.1411, 28.2462], [-3.2128, 0.0385, 27.8640], [-4.2946, -0.9812, 29.2304], [-4.6335, -1.4585, 27.5534], [-3.0936, -1.9213, 28.2752], [-2.7547, -0.0897, 27.0301], [-7.4371, -2.4130, 25.6128], [-6.7514, -3.6580, 25.3959], [-6.7555, -1.7331, 26.1240], [-7.8758, -1.9772, 24.7152], [-8.3047, -2.6717, 26.2196], [-7.1292, -4.1187, 24.6432], [-0.8623, -0.5114, 25.4786], [-2.2270, -0.2194, 25.2921], [-0.5657, -0.9248, 24.5146], [-0.3083, 0.4152, 25.6286], [-0.6851, -1.2591, 26.2517], [-2.5073, -0.3566, 24.3842], [-7.1737, -0.9011, 30.8145], [-7.4467, -1.1361, 29.4320], [-7.2819, -1.8514, 31.3373], [-6.1206, -0.6315, 30.8943], [-7.6853, -0.0355, 31.2355], [-7.3557, -0.2997, 28.9698], [-8.6150, 4.1041, 25.7719], [-9.0651, 3.1082, 26.6240], [-9.1544, 3.9967, 24.8309], [-8.8427, 5.1211, 26.0912], [-7.5642, 4.0661, 25.4847], [-9.9843, 3.0027, 26.3678], [-1.6299, 3.5963, 21.7752], [-2.5274, 3.0238, 20.8747], [-2.2362, 3.8455, 22.6460], [-0.8539, 2.8937, 22.0791], [-1.1264, 4.4618, 21.3444], [-2.1386, 2.8594, 20.0125], [-2.7753, 2.8930, 25.5338], [-3.0474, 4.1963, 26.0172], [-2.5714, 2.8498, 24.4639], [-1.8902, 2.4739, 26.0124], [-3.5932, 2.2014, 25.7360], [-3.7551, 4.5189, 25.4544], [-12.0335, -2.2291, 26.7918], [-11.2755, -1.3721, 27.6233], [-11.8646, -1.9243, 25.7590], [-11.7675, -3.2650, 27.0021], [-13.0928, -2.1875, 27.0456], [-10.4894, -1.8553, 27.8882], [-8.3959, 3.3623, 21.8385], [-8.9196, 4.2333, 20.8695], [-7.4534, 2.9000, 21.5451], [-8.2018, 3.9591, 22.7297], [-9.1560, 2.6345, 22.1222], [-8.9743, 3.7131, 20.0645], [-6.4346, 1.0749, 24.3924], [-7.6608, 0.6527, 24.9190], [-6.2505, 0.7903, 23.3565], [-6.5390, 2.1570, 24.4715], [-5.6014, 0.7795, 25.0302], [-7.5472, 0.9167, 25.8350], [-8.4057, -0.5957, 21.7320], [-9.3293, -0.6193, 22.8032], [-7.5173, -1.1872, 21.9534], [-8.9692, -0.9236, 20.8585], [-8.1496, 0.4525, 21.5777], [-8.8771, -0.4668, 23.6362], [-8.8639, 1.4783, 18.6364], [-9.5651, 2.7188, 18.7142], [-7.8104, 1.5545, 18.9053], [-9.3769, 0.7533, 19.2683], [-8.8153, 1.1002, 17.6153], [-10.4603, 2.3904, 18.8256], [-9.1522, -4.8458, 23.4703], [-7.7662, -5.1442, 23.3903], [-9.2612, -3.7805, 23.2670], [-9.7065, -5.3927, 22.7076], [-9.5283, -5.0849, 24.4650], [-7.5648, -5.9723, 23.8323], [-11.2892, 1.3275, 25.1319], [-11.6012, 2.6437, 25.5597], [-10.3084, 0.9981, 25.4748], [-11.8739, 0.4983, 25.5302], [-11.2378, 1.3368, 24.0431], [-12.5180, 2.6496, 25.8445], [-11.8048, -2.8651, 22.0614], [-11.8765, -1.8494, 22.9976], [-11.4422, -2.5137, 21.0954], [-11.1326, -3.6631, 22.3770], [-12.7970, -3.2494, 21.8250], [-11.0166, -1.4233, 22.9744]],
  "mulliken_charge": [-0.461, -0.557, 0.285, 0.052, 0.287, 0.476, -0.867, 0.149, 0.301, 0.146, 0.244, 0.240, -0.359, -0.559, 0.242, 0.321, -0.055, 0.375, -0.893, -0.439, 0.307, 0.285, 0.307, 0.452, -0.520, -0.618, 0.169, 0.393, 0.127, 0.480, -0.604, -0.328, 0.125, 0.611, -0.026, 0.187, -0.845, 0.177, 0.336, 0.129, 0.293, -0.120, -0.350, -0.518, 0.352, 0.127, 0.071, 0.323, -0.391, -0.578, -0.005, 0.263, 0.374, 0.304, -0.342, 0.881, 0.291, 0.323, -0.208, -0.475, -0.661, -0.442, 0.162, 0.337, 0.221, 0.206, -0.474, -0.551, 0.080, 0.077, 0.354, 0.273, 0.919, -0.599, -0.634, -0.173, 0.295, 0.307, -0.878, 0.584, 0.349, 0.193, 0.239, -0.013, -0.840, -0.304, 0.340, 0.265, 0.294, 0.064, -0.553, -0.377, 0.384, 0.259, -0.051, 0.148, -0.329, -0.458, -0.111, 0.270, 0.267, 0.188, 0.443, -0.655, -0.328, 0.287, -0.232, 0.441, -0.386, -0.383, -0.027, 0.305, 0.257, 0.349, 0.820, -0.552, -0.137, -0.798, 0.373, 0.310, 0.609, 0.467, -0.208, -0.259, -0.271, -0.551, -0.081, -0.010, 0.228, 0.353, -0.337, -0.205, -0.181, -0.595, -0.118, 0.148, 0.371, 0.363, -0.430, -0.531, -0.073, 0.368, 0.320, 0.280, -0.105, -0.563, -0.174, 0.421, 0.083, 0.316, -0.317, -0.573, 0.214, -0.073, 0.366, 0.337],
  "homo_lumo_gap_ev": 9.074,
  "e_above_lowest_ev": 8.0896,
  "fmax_ev_per_a": 2.02,
  "total_energy_ev": -81873.3349,
  "homo_ev": -9.2,
  "e_lumo_ha": -0.00325,
  "total_charge": 0
}

No. 2
{
  "formula": "C26H12BaF6N5O4S6",
  "method": "ωB97M-V/def2-TZVPD",
  "symbols": ["Ba", "F", "C", "F", "F", "S", "O", "O", "N", "S", "O", "O", "C", "F", "F", "F", "S", "C", "C", "N", "C", "S", "C", "N", "S", "C", "C", "C", "C", "C", "C", "N", "C", "C", "C", "C", "C", "C", "C", "C", "N", "C", "C", "C", "C", "C", "S", "C", "H", "H", "H", "H", "H", "H", "H", "H", "H", "H", "H", "H"],
  "coordinates": [[0.3697, 0.4419, 0.4865], [3.0952, 0.1611, 4.8433], [1.8412, -0.2517, 4.8378], [1.1974, 0.3118, 5.8500], [1.7808, -1.5627, 4.9582], [0.9654, 0.2826, 3.2498], [0.3274, -0.9071, 2.6909], [0.0930, 1.3600, 3.6038], [2.1838, 0.8457, 2.1836], [3.0219, -0.4387, 1.4788], [2.4528, -0.8074, 0.1562], [3.3429, -1.4907, 2.3930], [4.6189, 0.3947, 1.0681], [5.3978, -0.5151, 0.4966], [5.1903, 0.8377, 2.1783], [4.4191, 1.4025, 0.2338], [-0.2786, 0.2433, -2.5291], [-0.5112, 1.9336, -2.8906], [-0.2060, 2.2865, -4.2620], [0.0293, 2.5638, -5.3550], [-0.9437, 2.9420, -2.0762], [-1.3979, 2.8588, -0.3839], [-1.0466, 4.2646, -2.6441], [-1.1162, 5.3358, -3.0637], [-7.7376, 0.8078, -0.0197], [-8.0858, 2.4746, -0.1596], [-6.9491, 3.2141, -0.2750], [-5.7732, 2.4187, -0.2480], [-6.0436, 1.0838, -0.1138], [-5.0775, -0.0215, -0.0493], [-3.6939, 0.2782, -0.0823], [-2.7486, -0.6249, -0.0326], [-3.1070, -1.9215, 0.0426], [-4.4428, -2.3362, 0.0843], [-4.7531, -3.7370, 0.1578], [-3.7748, -4.6652, 0.1759], [-2.3926, -4.2758, 0.1160], [-1.3490, -5.2145, 0.1101], [-0.0428, -4.7908, 0.0330], [0.1734, -3.3966, -0.0376], [-0.7784, -2.4969, -0.0250], [-2.0561, -2.9169, 0.0529], [1.1063, -5.7084, 0.0231], [2.4377, -5.3922, -0.0032], [3.2770, -6.5367, -0.0023], [2.5719, -7.7006, 0.0250], [0.8895, -7.4114, 0.0491], [-5.4384, -1.3435, 0.0437], [-9.1057, 2.8219, -0.1540], [-6.9426, 4.2887, -0.3800], [-4.7745, 2.8240, -0.3374], [-3.3410, 1.3004, -0.1790], [-5.7949, -4.0329, 0.1910], [-4.0120, -5.7211, 0.2247], [-1.5992, -6.2686, 0.1629], [1.1847, -3.0148, -0.1147], [2.8150, -4.3810, -0.0209], [4.3557, -6.4918, -0.0211], [2.9532, -8.7082, 0.0316], [-6.4795, -1.6470, 0.0710]],
  "mulliken_charge": [0.793, -0.207, 0.608, -0.201, -0.187, 0.927, -0.521, -0.574, -0.827, 1.662, -0.734, -0.649, 0.514, -0.195, -0.208, -0.203, -0.323, 0.530, -0.178, -0.550, 0.542, -0.467, -0.143, -0.556, -0.227, -0.321, -0.619, -0.395, 0.311, 0.823, -0.416, 0.584, -0.396, 1.062, -0.897, -1.041, 1.059, -0.623, 0.834, -0.799, -0.029, -0.781, 0.318, -0.418, -0.565, -0.364, -0.213, -0.736, 0.436, 0.377, 0.544, -0.411, 0.395, 0.395, 0.412, 0.156, 0.476, 0.373, 0.431, 0.413],
  "homo_lumo_gap_ev": 5.137,
  "fmax_ev_per_a": 6.96,
  "total_energy_ev": -124810.4086,
  "homo_ev": -3.8,
  "e_lumo_ha": 0.04993,
  "total_charge": -1
}

No. 3
{
  "formula": "C26H14CaCl4N4O3",
  "method": "ωB97M-V/def2-TZVPD",
  "symbols": ["Ca", "C", "O", "C", "C", "C", "C", "C", "C", "C", "N", "C", "C", "N", "C", "C", "C", "C", "N", "C", "C", "N", "C", "C", "C", "C", "H", "H", "H", "H", "H", "H", "H", "H", "H", "H", "H", "H", "H", "H", "Cl", "C", "C", "Cl", "C", "Cl", "C", "O", "C", "O", "C", "Cl"],
  "coordinates": [[13.0544, 14.6636, 1.7983], [22.9756, 24.9318, 1.7030], [23.0198, 23.5593, 1.8541], [21.9524, 22.7500, 1.7422], [22.2744, 21.3251, 1.6383], [21.3271, 20.3463, 1.7275], [19.9248, 20.6870, 1.8071], [19.6246, 22.1209, 1.8052], [20.6058, 23.1050, 1.7774], [18.8845, 19.6838, 1.8333], [17.5558, 20.0082, 1.7478], [16.9151, 18.8004, 1.7201], [17.8315, 17.7444, 1.6292], [19.0730, 18.3366, 1.7455], [17.5010, 16.3632, 1.7125], [18.4070, 15.2769, 1.6426], [17.9287, 13.9965, 1.5901], [16.5338, 13.8205, 1.7602], [15.6396, 14.7935, 1.7430], [16.0806, 16.0944, 1.7765], [15.1357, 17.1533, 1.6940], [13.7841, 16.8533, 1.6730], [12.8560, 17.8633, 1.8057], [13.2315, 19.1806, 1.7007], [14.5566, 19.5478, 1.7035], [15.5040, 18.5493, 1.6690], [23.8748, 25.2679, 1.3259], [23.0307, 25.7027, 2.4741], [22.0395, 25.3324, 1.2442], [23.3198, 21.1107, 1.6765], [21.6328, 19.3162, 1.6867], [18.5850, 22.4690, 1.9218], [20.2906, 24.1718, 1.6310], [19.9300, 17.8241, 1.7873], [19.5505, 15.4997, 1.6840], [18.5202, 13.0725, 1.6261], [16.1419, 12.8579, 1.8047], [11.7933, 17.6224, 1.8188], [12.4709, 19.9397, 1.7510], [14.8238, 20.5807, 1.5372], [10.4616, 8.1883, 1.7402], [10.5647, 9.9373, 1.8509], [9.3598, 10.7908, 1.8065], [7.8192, 10.0178, 1.7047], [9.4812, 12.1435, 1.9191], [8.1618, 13.2298, 1.8322], [10.7511, 12.8016, 1.9001], [10.9699, 14.0663, 1.8821], [11.9232, 11.9171, 1.9662], [13.1064, 12.4591, 1.9193], [11.8260, 10.4946, 1.9013], [13.2886, 9.5839, 1.8509]],
  "nbo_charge": [1.840, -0.276, -0.474, 0.358, -0.257, -0.160, -0.154, -0.111, -0.322, 0.386, -0.457, 0.112, 0.143, -0.520, -0.095, -0.138, -0.235, 0.077, -0.498, 0.121, 0.244, -0.593, 0.041, -0.239, -0.107, -0.086, 0.201, 0.192, 0.181, 0.227, 0.200, 0.238, 0.229, 0.422, 0.217, 0.245, 0.227, 0.224, 0.232, 0.246, -0.010, -0.081, -0.125, 0.013, -0.149, 0.003, 0.265, -0.943, 0.261, -0.961, -0.157, 0.008],
  "homo_lumo_gap_ev": 3.825,
  "e_above_lowest_ev": 1.3565,
  "fmax_ev_per_a": 3.86,
  "total_energy_ev": -107822.1099,
  "homo_ev": -5.6,
  "e_lumo_ha": -0.06415,
  "total_charge": 0
}